Entry 1:
{
  "formula": "C32H42CrN2Si",
  "method": "ωB97M-V/def2-TZVPD",
  "e_tot_ev": -73139.0388,
  "s_squared": 3.92,
  "charge": 1,
  "orbital_gap_ha": [0.303, 0.241],
  "spin_multiplicity": 4,
  "largest_force_ha_per_bohr": 0.0248,
  "elements": ["Cr", "C", "C", "C", "C", "C", "C", "C", "C", "C", "C", "C", "C", "H", "H", "H", "H", "H", "H", "H", "H", "H", "H", "H", "H", "H", "H", "H", "H", "H", "H", "C", "Si", "C", "N", "C", "C", "C", "C", "C", "C", "C", "C", "C", "C", "C", "C", "C", "C", "C", "C", "C", "H", "H", "H", "H", "H", "H", "H", "H", "H", "H", "H", "H", "H", "H", "H", "H", "H", "H", "H", "H", "H", "H", "H", "H", "N", "C"],
  "xyz": [[-0.040, -0.372, 0.205], [-0.130, -3.353, 2.525], [-0.326, -2.738, 1.161], [0.740, -2.708, 0.218], [2.059, -3.391, 0.491], [0.526, -2.198, -1.079], [1.641, -2.224, -2.092], [-0.745, -1.689, -1.441], [-1.075, -1.411, -2.888], [-1.772, -1.630, -0.457], [-3.119, -1.065, -0.823], [-1.594, -2.248, 0.804], [-2.779, -2.378, 1.724], [-0.421, -4.406, 2.509], [-0.736, -2.851, 3.275], [0.903, -3.301, 2.857], [2.899, -2.696, 0.471], [2.242, -4.134, -0.286], [2.076, -3.909, 1.443], [1.675, -3.189, -2.606], [2.608, -2.070, -1.618], [1.510, -1.445, -2.838], [-0.953, -0.361, -3.153], [-2.104, -1.695, -3.100], [-0.438, -1.999, -3.543], [-3.792, -1.853, -1.174], [-3.030, -0.319, -1.609], [-3.577, -0.586, 0.040], [-2.975, -1.445, 2.260], [-2.634, -3.167, 2.454], [-3.671, -2.623, 1.150], [-0.273, 1.400, -0.915], [-1.966, 2.527, 1.473], [1.087, 1.992, 1.657], [1.485, 0.558, 1.586], [1.225, -0.103, 2.910], [2.492, -0.579, 3.616], [3.563, 0.511, 3.611], [3.891, 0.964, 2.171], [2.888, 0.396, 1.165], [-3.018, 1.679, 2.761], [-2.587, 1.641, 4.088], [-3.335, 0.992, 5.058], [-4.531, 0.375, 4.714], [-4.978, 0.413, 3.401], [-4.228, 1.064, 2.433], [-2.256, 4.333, 1.174], [-1.444, 5.038, 0.283], [-1.606, 6.403, 0.117], [-2.582, 7.079, 0.838], [-3.396, 6.389, 1.724], [-3.237, 5.022, 1.891], [0.657, 1.950, -1.071], [-0.889, 1.369, -1.807], [1.384, 2.463, 2.597], [1.581, 2.520, 0.832], [0.549, -0.948, 2.772], [0.697, 0.610, 3.544], [2.879, -1.486, 3.142], [2.231, -0.842, 4.641], [4.459, 0.139, 4.107], [3.203, 1.357, 4.200], [4.889, 0.637, 1.878], [3.888, 2.053, 2.112], [3.073, -0.668, 1.017], [3.013, 0.888, 0.198], [-1.653, 2.121, 4.362], [-2.991, 0.969, 6.084], [-5.118, -0.128, 5.472], [-5.914, -0.062, 3.134], [-4.588, 1.099, 1.410], [-0.682, 4.510, -0.281], [-0.974, 6.943, -0.576], [-2.707, 8.146, 0.707], [-4.156, 6.918, 2.285], [-3.872, 4.487, 2.588], [-0.324, 1.983, 1.529], [-0.939, 1.471, 0.329]],
  "mulliken_charge": [0.23, -2.23, 0.44, 1.32, -1.97, 0.93, -2.62, 0.57, -2.22, 1.04, -2.39, 1.80, -2.27, 0.21, 0.62, 0.59, 0.26, 0.44, 0.51, 0.43, 0.47, 0.59, 0.31, 0.46, 0.53, 0.45, 0.51, 0.30, 0.31, 0.55, 0.46, -0.14, -1.26, -1.10, 1.21, 0.04, -0.73, -0.92, -0.66, -0.96, 0.80, -0.05, -0.77, -0.47, -0.73, -0.51, 0.87, -0.44, -0.62, -0.47, -0.63, -0.48, 0.20, 0.48, 0.35, 0.42, -0.64, 0.34, 0.26, 0.58, 0.45, 0.32, 0.50, 0.27, -0.01, 0.40, 0.37, 0.43, 0.42, 0.44, 0.45, 0.30, 0.41, 0.39, 0.40, 0.36, 0.76, -0.24]
}

Entry 2:
{
  "formula": "C22H21BF2N2ORh",
  "method": "ωB97M-V/def2-TZVPD",
  "relative_energy_ev": 1.582,
  "e_tot_ev": -37297.1459,
  "charge": 1,
  "orbital_gap_ha": 0.259,
  "spin_multiplicity": 1,
  "largest_force_ha_per_bohr": 0.0179,
  "elements": ["Rh", "C", "C", "C", "C", "C", "C", "N", "N", "C", "C", "C", "C", "C", "C", "H", "H", "H", "H", "H", "H", "H", "H", "H", "F", "B", "F", "C", "C", "C", "C", "C", "C", "C", "O", "C", "C", "C", "H", "H", "H", "H", "H", "H", "H", "H", "H", "H", "H", "H"],
  "xyz": [[-0.859, -2.316, -0.791], [3.780, -2.492, -4.030], [4.363, -2.504, -2.766], [3.575, -2.547, -1.633], [2.188, -2.586, -1.769], [1.606, -2.577, -3.031], [2.399, -2.523, -4.163], [1.308, -2.628, -0.662], [1.776, -2.639, 0.488], [0.779, -2.616, 1.479], [1.181, -2.614, 2.808], [0.233, -2.574, 3.818], [-1.115, -2.562, 3.499], [-1.532, -2.558, 2.165], [-0.596, -2.568, 1.149], [4.404, -2.466, -4.912], [5.440, -2.478, -2.671], [4.007, -2.549, -0.642], [0.524, -2.628, -3.130], [1.948, -2.507, -5.145], [2.241, -2.645, 3.028], [0.545, -2.560, 4.853], [-1.857, -2.553, 4.286], [-2.594, -2.561, 1.951], [-3.497, -1.158, -0.207], [-2.863, -2.279, -0.559], [-3.602, -3.369, -0.670], [-0.993, 6.120, 0.506], [-1.006, 4.625, 0.401], [-0.738, 3.988, -0.809], [-0.744, 2.613, -0.927], [-0.452, 2.005, -2.269], [-1.044, 1.835, 0.227], [-1.114, 0.412, 0.177], [-0.811, -0.289, -0.816], [-1.313, 2.469, 1.469], [-1.615, 1.754, 2.765], [-1.285, 3.849, 1.521], [-0.761, 6.587, -0.448], [-0.254, 6.442, 1.241], [-1.963, 6.484, 0.846], [-0.520, 4.588, -1.684], [-0.296, 2.790, -3.006], [-1.274, 1.372, -2.604], [0.439, 1.378, -2.234], [-1.466, -0.095, 1.070], [-1.581, 0.670, 2.726], [-2.605, 2.046, 3.117], [-0.898, 2.074, 3.522], [-1.486, 4.341, 2.467]],
  "mulliken_charge": [0.06, -0.46, -0.62, -0.27, 0.84, -0.24, -0.78, 0.34, -0.52, 0.18, -0.39, -0.62, -0.72, -0.44, 0.75, 0.40, 0.38, 0.43, 0.27, 0.39, 0.49, 0.42, 0.45, 0.43, -0.27, 0.41, -0.22, -1.56, 0.79, -0.87, 0.59, -1.37, 0.51, 0.85, -0.76, 0.81, -1.68, -0.69, 0.36, 0.36, 0.36, 0.29, 0.43, 0.28, 0.25, -0.19, 0.23, 0.40, 0.42, 0.49]
}

Entry 3:
{
  "formula": "C3H5ClNO",
  "method": "ωB97M-V/def2-TZVPD",
  "relative_energy_ev": 1.035,
  "e_tot_ev": -19242.0487,
  "charge": 1,
  "orbital_gap_ha": 0.387,
  "spin_multiplicity": 1,
  "largest_force_ha_per_bohr": 0.0714,
  "elements": ["C", "C", "C", "N", "O", "Cl", "H", "H", "H", "H", "H"],
  "xyz": [[1.754, -0.433, -1.296], [-0.547, 0.412, -1.016], [-1.108, 0.076, 2.004], [0.531, -0.073, -1.429], [-0.328, 0.121, 1.082], [2.456, -1.127, 0.033], [2.298, -0.299, -2.280], [-1.483, -0.279, -1.179], [-0.576, 1.494, -0.890], [-0.767, -0.058, 3.121], [-2.230, 0.167, 1.850]],
  "mulliken_charge": [0.07, -0.10, -0.03, -0.03, -0.36, 0.03, 0.36, 0.30, 0.29, 0.26, 0.22]
}

Entry 4:
{
  "formula": "C6H14O",
  "method": "ωB97M-V/def2-TZVPD",
  "relative_energy_ev": 0.836,
  "e_tot_ev": -8496.0561,
  "smiles": "CCCCCCO",
  "charge": 0,
  "orbital_gap_ha": 0.410,
  "spin_multiplicity": 1,
  "largest_force_ha_per_bohr": 0.0213,
  "elements": ["C", "C", "C", "C", "C", "C", "O", "H", "H", "H", "H", "H", "H", "H", "H", "H", "H", "H", "H", "H", "H"],
  "xyz": [[0.629, 2.124, -0.938], [1.004, 1.001, -1.892], [0.072, -0.201, -1.780], [0.206, -0.979, -0.444], [-1.042, -0.945, 0.447], [-0.875, -0.235, 1.758], [-0.044, -1.029, 2.621], [1.202, 3.041, -1.164], [-0.434, 2.374, -0.921], [0.932, 1.860, 0.066], [2.025, 0.678, -1.647], [1.087, 1.336, -2.934], [-0.970, 0.123, -1.854], [0.266, -0.881, -2.596], [0.376, -2.010, -0.763], [1.062, -0.746, 0.188], [-1.954, -0.588, -0.042], [-1.389, -1.945, 0.710], [-1.848, -0.124, 2.254], [-0.457, 0.766, 1.686], [0.554, -0.427, 3.107]],
  "mulliken_charge": [-0.99, -0.56, -0.68, -0.64, -0.68, -0.51, -0.53, 0.35, 0.31, 0.18, 0.28, 0.35, 0.32, 0.37, 0.33, 0.45, 0.42, 0.35, 0.29, 0.26, 0.32]
}

Entry 5:
{
  "formula": "C42H30AsBr6N2O2PW",
  "method": "ωB97M-V/def2-TZVPD",
  "relative_energy_ev": 0.000,
  "e_tot_ev": -543311.6772,
  "s_squared": 2.02,
  "charge": 2,
  "orbital_gap_ha": [0.199, 0.194],
  "spin_multiplicity": 3,
  "largest_force_ha_per_bohr": 0.0105,
  "elements": ["W", "Br", "C", "C", "C", "N", "C", "C", "C", "C", "C", "Br", "C", "C", "N", "H", "H", "H", "H", "H", "H", "Br", "C", "C", "Br", "C", "Br", "C", "O", "C", "O", "C", "Br", "C", "C", "As", "C", "C", "C", "C", "C", "C", "C", "C", "C", "C", "C", "C", "P", "C", "C", "C", "C", "C", "C", "C", "C", "C", "C", "C", "C", "H", "H", "H", "H", "H", "H", "H", "H", "H", "H", "H", "H", "H", "H", "H", "H", "H", "H", "H", "H", "H", "H", "H", "H"],
  "xyz": [[0.683, -0.188, 0.096], [-4.614, -1.837, 3.946], [-3.135, -1.381, 2.914], [-1.845, -1.575, 3.398], [-0.785, -1.222, 2.596], [-0.959, -0.698, 1.369], [-2.212, -0.508, 0.889], [-3.318, -0.843, 1.643], [-2.287, 0.054, -0.477], [-3.471, 0.209, -1.169], [-3.435, 0.694, -2.472], [-5.017, 0.903, -3.433], [-2.208, 1.010, -3.043], [-1.067, 0.835, -2.289], [-1.092, 0.375, -1.028], [-1.670, -2.002, 4.374], [0.243, -1.364, 2.909], [-4.318, -0.699, 1.265], [-4.417, -0.051, -0.721], [-2.137, 1.382, -4.053], [-0.093, 1.069, -2.695], [3.836, -5.804, -2.364], [3.284, -4.409, -1.243], [3.875, -4.230, 0.022], [5.211, -5.407, 0.607], [3.479, -3.186, 0.860], [4.223, -2.849, 2.542], [2.479, -2.336, 0.416], [2.018, -1.266, 1.089], [1.901, -2.520, -0.835], [0.972, -1.559, -1.142], [2.282, -3.541, -1.684], [1.450, -3.671, -3.355], [4.174, 0.832, -0.080], [4.591, 0.114, -1.364], [6.558, -0.119, -1.571], [6.967, -0.759, 0.228], [7.316, -2.105, 0.336], [7.709, -2.638, 1.556], [7.755, -1.832, 2.682], [7.394, -0.493, 2.589], [7.006, 0.040, 1.370], [7.044, 1.768, -1.363], [8.256, 2.104, -0.766], [8.668, 3.426, -0.696], [7.875, 4.435, -1.226], [6.671, 4.111, -1.836], [6.264, 2.786, -1.907], [2.477, 1.448, -0.220], [1.704, 1.759, 1.381], [0.365, 2.194, 1.330], [-0.380, 2.289, 2.512], [0.198, 1.949, 3.718], [1.528, 1.514, 3.770], [2.277, 1.406, 2.619], [2.422, 2.899, -1.268], [2.297, 2.744, -2.649], [2.371, 3.856, -3.474], [2.562, 5.115, -2.921], [2.686, 5.271, -1.547], [2.623, 4.164, -0.716], [4.806, 1.707, 0.110], [4.230, 0.158, 0.777], [4.271, 0.645, -2.266], [4.141, -0.880, -1.413], [7.314, -2.737, -0.546], [7.995, -3.679, 1.621], [8.082, -2.241, 3.628], [7.445, 0.141, 3.464], [6.777, 1.097, 1.302], [8.890, 1.331, -0.346], [9.613, 3.669, -0.231], [8.199, 5.465, -1.173], [6.054, 4.888, -2.269], [5.330, 2.563, -2.413], [-0.048, 2.592, 0.405], [-1.396, 2.661, 2.475], [-0.369, 2.040, 4.635], [1.974, 1.264, 4.723], [3.295, 1.046, 2.665], [2.170, 1.758, -3.085], [2.287, 3.740, -4.545], [2.619, 5.982, -3.566], [2.840, 6.254, -1.123], [2.736, 4.286, 0.355]],
  "mulliken_charge": [1.52, -0.04, -0.30, -0.76, -0.25, 0.35, 0.91, -0.78, 0.58, -0.68, -0.37, -0.05, -0.60, -0.20, 0.04, 0.53, 0.56, 0.51, 0.53, 0.50, 0.28, -0.13, 0.16, 0.38, -0.06, -0.25, -0.04, 0.14, -0.36, -0.13, -0.58, 0.02, -0.08, -0.32, -1.35, 0.26, 0.21, -0.51, -0.65, -0.59, -0.81, 0.19, 0.09, -0.41, -0.62, -0.61, -0.59, -0.02, 0.24, -0.35, -0.41, -0.67, -0.74, -0.59, -0.53, 1.02, -0.08, -1.08, -0.58, -0.88, -0.67, 1.22, 0.38, 0.50, 0.13, 0.39, 0.48, 0.43, 0.45, 0.46, 0.50, 0.42, 0.41, 0.45, 0.43, 0.55, 0.53, 0.50, 0.49, 0.47, 0.61, 0.49, 0.46, 0.48, 0.49]
}

Entry 6:
{
  "formula": "C4H9N4O2",
  "method": "ωB97M-V/def2-TZVPD",
  "relative_energy_ev": 5.939,
  "e_tot_ev": -14336.2643,
  "charge": 1,
  "orbital_gap_ha": [0.250, 0.251],
  "spin_multiplicity": 1,
  "largest_force_ha_per_bohr": 0.0478,
  "elements": ["C", "C", "C", "C", "N", "N", "N", "N", "O", "O", "H", "H", "H", "H", "H", "H", "H", "H", "H"],
  "xyz": [[-0.979, 1.536, -0.601], [1.123, -2.375, 0.622], [0.831, -1.702, 1.955], [1.277, -0.940, 0.796], [-1.637, 1.986, -1.690], [-0.540, 2.439, 0.283], [2.312, 0.012, 0.581], [-0.854, 0.262, -0.354], [2.084, 1.130, 0.233], [3.366, -0.517, 0.844], [2.020, -2.963, 0.454], [0.269, -2.741, 0.065], [-0.206, -1.629, 2.254], [1.513, -1.781, 2.797], [-1.931, 2.947, -1.749], [-2.102, 1.333, -2.300], [-0.587, 3.422, 0.071], [0.102, 2.155, 1.003], [-1.097, -0.378, -1.098]],
  "mulliken_charge": [0.65, -0.64, -0.51, 0.65, -0.38, -0.35, 1.02, -0.52, -0.52, -0.48, 0.28, 0.25, 0.27, 0.28, 0.20, 0.21, 0.20, 0.22, 0.17]
}

> The lowest charge belongs to which entry?

C6H14O

> Which of these has the lowest charge?

C6H14O

> Look up the charge of the fourth one.

0

Please write out number 4 again, unchanged.
{
  "formula": "C6H14O",
  "method": "ωB97M-V/def2-TZVPD",
  "relative_energy_ev": 0.836,
  "e_tot_ev": -8496.0561,
  "smiles": "CCCCCCO",
  "charge": 0,
  "orbital_gap_ha": 0.410,
  "spin_multiplicity": 1,
  "largest_force_ha_per_bohr": 0.0213,
  "elements": ["C", "C", "C", "C", "C", "C", "O", "H", "H", "H", "H", "H", "H", "H", "H", "H", "H", "H", "H", "H", "H"],
  "xyz": [[0.629, 2.124, -0.938], [1.004, 1.001, -1.892], [0.072, -0.201, -1.780], [0.206, -0.979, -0.444], [-1.042, -0.945, 0.447], [-0.875, -0.235, 1.758], [-0.044, -1.029, 2.621], [1.202, 3.041, -1.164], [-0.434, 2.374, -0.921], [0.932, 1.860, 0.066], [2.025, 0.678, -1.647], [1.087, 1.336, -2.934], [-0.970, 0.123, -1.854], [0.266, -0.881, -2.596], [0.376, -2.010, -0.763], [1.062, -0.746, 0.188], [-1.954, -0.588, -0.042], [-1.389, -1.945, 0.710], [-1.848, -0.124, 2.254], [-0.457, 0.766, 1.686], [0.554, -0.427, 3.107]],
  "mulliken_charge": [-0.99, -0.56, -0.68, -0.64, -0.68, -0.51, -0.53, 0.35, 0.31, 0.18, 0.28, 0.35, 0.32, 0.37, 0.33, 0.45, 0.42, 0.35, 0.29, 0.26, 0.32]
}